1.
Entry from OMol25: a structure of composition C35H62FIN3O12 at a distorted geometry (ωB97M-V/def2-TZVPD).

Values from the calculation:
HOMO energy (eV): -11.33
Charge: +1
LUMO level (eV): -4.50
Energy (eV): -77151.65386
Largest force on an atom (eV/Å): 1.7
HOMO-LUMO gap (eV): 6.831

The geometry in XYZ format:
```
114
C35H62FIN3O12 (ωB97M-V/def2-TZVPD)
O -2.58982 5.56177 -4.12095
C -2.19727 4.48418 -3.88180
O -0.91449 4.22590 -3.51201
C -0.12327 3.94308 -4.68395
C 1.13193 3.21214 -4.30073
C 0.94447 1.82608 -3.66766
N -0.12395 1.06162 -4.25610
C -0.29523 -0.25320 -3.64748
C 0.12950 -0.35897 -2.18412
N 0.02775 0.92816 -1.44396
I -2.03365 1.49742 -1.49451
C 0.34315 0.80897 0.00238
C 0.98809 -0.28961 0.53198
C 1.23189 -0.35168 1.90125
C 0.83316 0.73276 2.67398
C 0.21903 1.80213 2.02645
N -0.04074 1.84947 0.72599
C 0.89912 1.98097 -2.11266
C 2.34288 1.97280 -1.57841
C 2.64502 3.02423 -0.49090
C 4.14446 3.29472 -0.44854
F 4.59515 3.21114 0.87532
H -2.88288 3.62924 -3.92954
H -0.70954 3.30725 -5.35505
H 0.07545 4.84958 -5.24685
H 1.77938 3.14111 -5.16744
H 1.66544 3.83616 -3.58140
H 1.86120 1.27970 -3.89086
H -1.00795 1.55087 -4.21841
H 0.31633 -0.96389 -4.19797
H -1.31239 -0.60944 -3.74479
H -0.39548 -1.14247 -1.64953
H 1.18144 -0.64305 -2.15577
H 1.31361 -1.10854 -0.08817
H 1.70995 -1.21185 2.33754
H 0.99539 0.75409 3.73740
H -0.07335 2.66187 2.61303
H 0.49107 2.95331 -1.86408
H 2.64329 0.98367 -1.23807
H 2.99589 2.20698 -2.41567
H 2.41495 2.57572 0.46874
H 2.06696 3.92346 -0.66792
H 4.39651 4.29167 -0.79939
H 4.69849 2.53327 -0.99001
O -1.77068 -2.91697 -3.45384
C -1.68180 -4.00719 -2.94504
O -1.38224 -4.07813 -1.64044
C -1.42939 -5.31068 -0.89555
C -0.15236 -6.11092 -1.02620
C -1.82335 -5.27053 -3.75588
H -2.31020 -5.88688 -1.17862
H -1.57558 -5.00637 0.13917
H 0.03079 -6.41637 -2.05598
H -0.19638 -7.00690 -0.41084
H 0.70402 -5.51612 -0.70786
H -0.87034 -5.48163 -4.23869
H -2.57565 -5.09872 -4.52151
H -2.13122 -6.13830 -3.17988
O 5.23607 6.49235 -1.00593
C 5.85839 6.76179 -0.01012
O 6.99651 7.45690 -0.12782
C 7.72187 7.96893 0.99606
C 8.65831 6.93451 1.58417
C 5.41615 6.25430 1.34093
H 7.03718 8.37957 1.73911
H 8.29494 8.80544 0.60165
H 8.11429 6.07296 1.97215
H 9.23994 7.36869 2.39713
H 9.34267 6.57013 0.81841
H 5.76115 5.22809 1.45062
H 4.32899 6.26382 1.35928
H 5.75868 6.84283 2.18838
O -5.43280 0.49870 1.51475
C -5.56501 1.66474 1.77765
O -6.77757 2.22233 1.66418
C -7.07776 3.55151 2.11007
C -6.73301 4.59084 1.06431
C -4.37256 2.51709 2.14734
H -6.59809 3.75116 3.06903
H -8.15040 3.55010 2.29078
H -5.66428 4.60519 0.84690
H -7.02697 5.58321 1.40479
H -7.25309 4.37170 0.13203
H -3.87001 2.82028 1.23001
H -3.69302 1.90717 2.73816
H -4.60816 3.40006 2.73586
O 2.11632 -8.42922 -0.71746
C 3.01479 -8.12799 0.01796
O 2.81912 -7.12631 0.90222
C 3.75450 -6.80963 1.93770
C 4.85231 -5.88740 1.44877
C 4.37063 -8.78812 -0.07383
H 4.15013 -7.71948 2.38945
H 3.16555 -6.31045 2.70528
H 5.45021 -6.35310 0.66576
H 5.51459 -5.61573 2.27080
H 4.41970 -4.97802 1.03017
H 4.93817 -8.30759 -0.86950
H 4.21922 -9.83283 -0.33183
H 4.94838 -8.75782 0.84626
O -5.59603 -5.05709 5.80574
C -6.08789 -4.50167 4.86390
O -5.31566 -3.68509 4.11901
C -5.74491 -3.10883 2.88114
C -6.52554 -1.82836 3.07713
C -7.55836 -4.63692 4.53954
H -6.29462 -3.84117 2.28729
H -4.82394 -2.89440 2.34045
H -7.44959 -2.00168 3.63152
H -6.77468 -1.38818 2.11684
H -5.93403 -1.11321 3.64585
H -8.11716 -3.94313 5.16561
H -7.86386 -5.65200 4.77950
H -7.80629 -4.45603 3.49662
```

2.
Entry from OMol25: a cluster of 2 separate species, C28H49IO5P in total at a distorted geometry (ωB97M-V/def2-TZVPD).

Values from the calculation:
HOMO energy (eV): -2.27
Charge: -1
LUMO level (eV): -0.90
Energy (eV): -57453.06457
Largest force on an atom (eV/Å): 2.0
HOMO-LUMO gap (eV): 1.367

The geometry in XYZ format:
```
84
C28H49IO5P (ωB97M-V/def2-TZVPD)
C 2.88003 -5.37903 1.85209
C 3.34968 -4.47756 0.68849
C 4.34348 -3.38958 1.14895
C 3.71883 -1.99261 1.17848
C 3.75268 -1.27902 -0.17594
C 2.63576 -0.19452 -0.33995
C 1.69762 -0.65415 -1.46587
C 0.22304 -0.08470 -1.41678
C -0.73821 -1.29757 -1.23860
C -2.24387 -1.10132 -1.65266
C -2.67788 0.32445 -2.00909
C -3.11734 1.27347 -0.82501
C -4.56713 0.83369 -0.49078
C -4.96633 0.48315 0.97483
C -4.02093 -0.38020 1.81756
C -4.17303 0.14765 3.28862
P -2.71533 0.97250 4.01248
I -0.75200 -0.57337 4.11764
C -2.35746 2.60497 3.26013
C -1.17867 3.35727 3.96596
C 0.13003 3.18099 3.19698
C 1.06539 4.41975 3.29566
C 1.14282 5.20008 1.98571
O 2.42564 5.79696 1.96780
C 2.78312 6.15529 0.65970
H 3.48526 -6.27665 1.94016
H 1.86037 -5.70512 1.67044
H 2.93712 -4.86537 2.80879
H 3.85297 -5.13316 -0.01555
H 2.47674 -4.07125 0.18668
H 5.23050 -3.43850 0.52376
H 4.64918 -3.65044 2.16168
H 2.68588 -2.11027 1.48876
H 4.25023 -1.39600 1.91832
H 3.68728 -2.02452 -0.96247
H 4.73003 -0.80680 -0.25894
H 2.09534 -0.06547 0.58097
H 3.15135 0.71099 -0.64713
H 2.14572 -0.32776 -2.39961
H 1.68055 -1.73814 -1.51332
H 0.10783 0.44526 -2.35080
H 0.11667 0.56907 -0.54746
H -0.35025 -2.08863 -1.87398
H -0.65540 -1.67812 -0.21968
H -2.88865 -1.46302 -0.84600
H -2.43710 -1.76663 -2.48674
H -3.60428 0.21581 -2.57210
H -1.98420 0.81932 -2.67267
H -2.42871 1.25065 0.01694
H -3.05457 2.28114 -1.22958
H -4.88598 0.01340 -1.12214
H -5.21139 1.67789 -0.73774
H -5.89490 -0.07939 0.87982
H -5.23910 1.39438 1.50346
H -2.99930 -0.41318 1.45733
H -4.37083 -1.40547 1.80171
H -4.35817 -0.72770 3.90704
H -5.01203 0.82924 3.38454
H -3.04322 1.23760 5.36454
H -3.20804 3.28547 3.25932
H -2.07433 2.46834 2.22107
H -1.03082 2.86384 4.92741
H -1.42201 4.39906 4.12368
H 0.66457 2.32175 3.55898
H -0.03562 3.00101 2.13607
H 0.67550 5.03793 4.09831
H 2.06305 4.06475 3.51877
H 0.39544 5.99605 1.96806
H 1.04782 4.55296 1.11458
H 2.19937 6.99676 0.28130
H 3.82019 6.46932 0.64914
H 2.68579 5.29109 0.00310
C -0.10224 -3.67600 -6.27481
C -0.92607 -2.75728 -5.62335
C -0.19037 -1.53256 -5.06330
O -0.77992 -0.59659 -4.52130
C 1.24474 -1.49034 -5.16750
C 2.07775 -2.41604 -5.80770
C 1.33174 -3.59233 -6.46408
O 1.89949 -4.45188 -7.12618
O 3.31180 -2.37262 -5.89270
O -2.15866 -2.83148 -5.45904
H -0.54494 -4.56690 -6.70926
H 1.69094 -0.62407 -4.68600
```